ORCA calculation (the ωB97M-V functional and the def2-TZVPD basis) on a molecular structure, C31H19Cl5N5O2PdS in a non-equilibrium geometry.

Computed properties:
M in g mol⁻¹: 809.28
ΔE to the lowest compared entry with this formula, charge and spin in kcal per mole: 6.7
E_tot in eV: -120920.1648
Frontier orbital gap in eV: 5.1

The geometry in ORCA input format:
```
! wB97M-V def2-TZVPD RIJCOSX def2/J DEFGRID3
* xyz 1 1
Pd 1.296 0.146 -0.051
C 4.831 2.461 -0.457
C 4.917 2.574 -1.837
C 3.860 2.162 -2.630
C 2.726 1.609 -2.042
C 2.688 1.469 -0.676
C 3.711 1.888 0.145
C 1.542 1.174 -2.731
C 1.246 1.574 -4.039
C 0.076 1.185 -4.603
C -0.825 0.393 -3.876
C -2.063 -0.008 -4.436
C -2.925 -0.776 -3.719
C -2.569 -1.191 -2.419
C -1.381 -0.823 -1.855
C -0.487 -0.007 -2.559
N 0.718 0.418 -2.004
H 5.644 2.802 0.171
H 5.805 2.988 -2.294
H 3.922 2.247 -3.707
H 3.656 1.816 1.215
H 1.943 2.204 -4.571
H -0.179 1.491 -5.612
H -2.306 0.314 -5.441
H -3.872 -1.080 -4.146
H -3.246 -1.819 -1.853
H -1.109 -1.187 -0.883
N -6.700 -0.994 3.228
C -5.382 -1.061 2.865
C -4.942 -0.476 1.670
C -3.611 -0.528 1.314
C -2.697 -1.173 2.142
C -3.118 -1.759 3.330
C -4.451 -1.709 3.684
S -1.006 -1.185 1.749
O -0.259 -1.403 2.964
O -0.738 -2.134 0.676
N -0.652 0.245 1.074
C -0.356 1.351 1.828
N -0.929 1.705 2.967
C -0.483 2.843 3.493
C 0.492 3.641 2.896
C 1.025 3.182 1.711
N 0.611 2.033 1.176
H -7.362 -0.488 2.673
H -7.017 -1.392 4.091
H -5.656 0.029 1.030
H -3.274 -0.053 0.400
H -2.395 -2.240 3.974
H -4.782 -2.166 4.609
H -0.928 3.132 4.439
H 0.813 4.573 3.337
H 1.795 3.728 1.176
Cl 2.654 -0.282 2.097
C 2.898 -1.650 1.059
C 2.320 -1.520 -0.168
C 2.385 -2.529 -1.108
Cl 1.625 -2.433 -2.643
C 3.109 -3.677 -0.761
Cl 3.263 -4.937 -1.905
C 3.702 -3.806 0.501
Cl 4.566 -5.225 0.904
C 3.591 -2.783 1.435
Cl 4.267 -2.878 3.000
*
```

---

ORCA calculation (the ωB97M-V functional and the def2-TZVPD basis) on 2 unconnected molecules or ions with the total composition CH5O2 in a non-equilibrium geometry.

Computed properties:
M in g mol⁻¹: 49.05
⟨S²⟩: 0.75
ΔE to the lowest compared entry with this formula, charge and spin in kcal per mole: 19.1
E_tot in eV: -5209.9745
Frontier orbital gap (alpha / beta) in eV: 11.3 / 8.2

The geometry in ORCA input format:
```
! wB97M-V def2-TZVPD RIJCOSX def2/J DEFGRID3
* xyz 0 2
C -1.250 -0.050 -0.441
O 0.076 -0.090 -0.326
H -1.409 0.074 -1.529
H -1.658 -1.083 -0.167
H -1.739 0.756 -0.081
H 2.578 -0.267 0.567
H 1.232 0.296 0.751
O 2.169 0.363 1.226
*
```

---

ORCA calculation (the ωB97M-V functional and the def2-TZVPD basis) on a molecular structure, C4H4KLiO2 in a non-equilibrium geometry.

Computed properties:
M in g mol⁻¹: 130.11
⟨S²⟩: 0.75
ΔE to the lowest compared entry with this formula, charge and spin in kcal per mole: 0.0
E_tot in eV: -24829.0067
Frontier orbital gap in eV: 4.9

The geometry in ORCA input format:
```
! wB97M-V def2-TZVPD RIJCOSX def2/J DEFGRID3
* xyz 1 2
H -1.678 -0.804 6.240
C -4.167 0.847 2.272
C -2.907 1.328 2.076
C -1.835 0.449 1.605
C -0.668 0.812 1.141
O 0.382 1.137 0.691
O -5.193 1.515 2.677
Li -6.314 2.718 3.155
K 3.651 1.692 0.769
H -4.337 -0.220 2.022
H -2.693 2.390 2.223
H -2.024 -0.626 1.490
*
```

---

ORCA calculation (the ωB97M-V functional and the def2-TZVPD basis) on a molecular structure, C18H20N6O3S2 in a non-equilibrium geometry.

Computed properties:
M in g mol⁻¹: 432.53
ΔE to the lowest compared entry with this formula, charge and spin in kcal per mole: 9.0
E_tot in eV: -55743.8707
Frontier orbital gap in eV: 7.3

The geometry in ORCA input format:
```
! wB97M-V def2-TZVPD RIJCOSX def2/J DEFGRID3
* xyz 0 1
C -4.195 -2.213 -0.849
N -3.016 -2.304 -0.024
S -3.036 -1.585 1.473
O -1.874 -2.083 2.161
O -4.322 -1.806 2.055
C -2.767 0.177 1.253
C -1.607 0.739 1.702
C -1.326 2.107 1.507
C -2.197 2.925 0.841
C -3.396 2.372 0.363
N -4.365 2.987 -0.316
S -5.516 1.919 -0.642
N -4.868 0.630 0.055
C -3.696 0.977 0.578
H -1.990 3.970 0.673
H -0.402 2.508 1.895
H -0.906 0.103 2.220
C -1.720 -2.308 -0.648
C -1.314 -0.937 -1.188
O -2.140 -0.094 -1.502
N 0.009 -0.701 -1.292
C 1.050 -1.640 -0.912
H 0.870 -2.610 -1.384
C 2.411 -1.108 -1.357
N 2.668 0.184 -0.768
C 3.786 0.384 -0.010
N 4.689 -0.600 -0.018
C 5.807 -0.448 0.667
C 6.112 0.682 1.403
C 5.174 1.708 1.419
C 3.998 1.570 0.715
H 3.263 2.358 0.725
H 5.362 2.610 1.984
H 7.041 0.761 1.943
H 6.490 -1.287 0.616
C 1.555 1.107 -0.744
H 1.142 1.194 0.272
C 0.459 0.622 -1.684
H 0.824 0.608 -2.716
H -0.406 1.286 -1.634
H 1.885 2.101 -1.069
H 3.208 -1.777 -1.026
H 2.446 -1.041 -2.450
H 1.056 -1.778 0.177
H -1.026 -2.634 0.127
H -1.719 -3.036 -1.467
H -5.039 -2.099 -0.174
H -4.303 -3.138 -1.420
H -4.155 -1.360 -1.529
*
```

---

ORCA calculation (the ωB97M-V functional and the def2-TZVPD basis) on a molecular structure, C37H43BaNO2P in a non-equilibrium geometry.

Computed properties:
M in g mol⁻¹: 702.06
ΔE to the lowest compared entry with this formula, charge and spin in kcal per mole: 31.0
E_tot in eV: -54629.9432
Frontier orbital gap in eV: 4.2

The geometry in ORCA input format:
```
! wB97M-V def2-TZVPD RIJCOSX def2/J DEFGRID3
* xyz -1 1
O -0.640 -0.428 -4.999
C -1.314 -1.701 -5.360
C -0.039 -2.389 -5.846
H -2.015 -1.747 -6.219
H -1.746 -2.177 -4.492
C 0.628 -1.032 -5.440
H -0.006 -2.651 -6.918
H 0.139 -3.272 -5.205
C 1.171 -0.214 -6.637
H 0.387 0.058 -7.375
H 2.022 -0.685 -7.183
H 1.474 0.762 -6.218
C 1.634 -1.235 -4.297
H 1.300 -2.044 -3.618
H 1.666 -0.276 -3.753
H 2.657 -1.493 -4.631
Ba -1.473 1.292 -0.293
C 0.101 -1.973 0.723
C -1.167 -2.157 1.319
C -2.157 -1.952 0.324
H -1.345 -2.392 2.366
C -1.495 -1.625 -0.901
C -0.096 -1.651 -0.643
H 0.675 -1.458 -1.391
H 1.059 -2.098 1.224
H -3.233 -2.070 0.469
H -1.946 -1.373 -1.874
C 1.875 1.199 1.093
C 1.949 0.482 -0.116
C 1.513 1.330 -1.163
H 2.303 -0.541 -0.208
C 1.072 2.556 -0.565
C 1.356 2.484 0.825
H 1.244 3.275 1.562
H 2.235 0.840 2.048
H 1.632 1.107 -2.227
H 0.525 3.370 -1.050
O -2.896 2.434 -2.023
C -2.681 2.737 -3.540
C -3.915 3.489 -4.144
H -2.487 1.807 -4.089
H -1.875 3.477 -3.632
C -4.958 3.607 -3.002
H -4.290 2.947 -5.020
H -3.651 4.512 -4.485
C -4.216 3.150 -1.703
H -5.876 3.007 -3.184
H -5.303 4.652 -2.868
H -4.817 2.477 -1.098
H -3.936 4.042 -1.133
N -0.606 0.549 2.538
P 0.109 0.116 3.892
C 1.563 1.110 4.543
C 2.608 0.596 5.349
C 3.591 1.458 5.861
C 3.476 2.843 5.700
C 2.450 3.354 4.899
C 1.517 2.496 4.299
C -0.930 -0.033 5.437
C -0.386 0.207 6.718
C -1.151 -0.015 7.867
C -2.458 -0.490 7.783
C -2.988 -0.746 6.518
C -2.254 -0.507 5.351
C 1.058 -1.486 3.868
C 0.472 -2.586 4.510
C 1.172 -3.795 4.572
C 2.384 -3.952 3.896
C 2.959 -2.860 3.244
C 2.293 -1.636 3.203
H 2.643 -0.470 5.629
H 4.436 1.047 6.414
H 4.158 3.520 6.222
H 2.353 4.425 4.723
H 0.713 2.903 3.667
H 0.652 0.544 6.818
H -0.697 0.162 8.836
H -3.043 -0.660 8.687
H -3.989 -1.155 6.448
H -2.705 -0.696 4.374
H -0.519 -2.510 4.977
H 0.766 -4.623 5.144
H 2.893 -4.915 3.849
H 3.927 -2.920 2.751
H 2.709 -0.805 2.626
*
```

---

ORCA calculation (the ωB97M-V functional and the def2-TZVPD basis) on a molecular structure, C17H23F5NO3P2Sr in a non-equilibrium geometry.

Computed properties:
M in g mol⁻¹: 533.93
ΔE to the lowest compared entry with this formula, charge and spin in kcal per mole: 30.0
E_tot in eV: -58631.4891
Frontier orbital gap in eV: 7.1

The geometry in ORCA input format:
```
! wB97M-V def2-TZVPD RIJCOSX def2/J DEFGRID3
* xyz 1 1
Sr 0.806 -0.945 0.467
P -1.138 0.759 2.237
C -2.673 -0.146 1.767
C -2.985 -0.186 0.290
N -1.977 -0.284 -0.608
C -2.333 -0.270 -1.911
C -3.659 -0.222 -2.357
C -4.681 -0.231 -1.420
C -4.341 -0.209 -0.073
C -1.287 -0.241 -2.981
P 0.364 -0.836 -2.460
H -5.115 -0.218 0.695
H -3.892 -0.154 -3.414
H -5.720 -0.240 -1.724
H -1.617 -0.862 -3.827
H -1.098 0.788 -3.313
H -2.509 -1.171 2.155
H -3.488 0.376 2.302
H 0.445 -4.511 0.665
O -0.260 -3.928 0.984
H -0.918 -4.525 1.405
H 3.027 -3.328 -0.521
O 2.286 -3.875 -0.781
H 2.694 -4.699 -1.132
C 0.160 -2.491 -3.197
H 0.044 -2.315 -4.276
H 1.037 -3.113 -2.969
H -0.758 -2.901 -2.779
C 1.245 -0.175 -3.922
H 2.302 -0.467 -3.833
H 0.804 -0.617 -4.829
H 1.107 0.908 -3.920
C -1.884 2.362 2.524
H -2.599 2.256 3.335
H -1.122 3.083 2.813
H -2.407 2.664 1.631
C -1.251 0.293 4.016
H -0.362 0.712 4.514
H -2.166 0.749 4.428
H -1.303 -0.799 4.073
F 4.817 4.980 1.705
C 4.425 3.709 1.512
C 5.239 2.616 1.811
F 6.486 2.845 2.298
C 4.763 1.345 1.625
F 5.541 0.265 1.910
C 3.446 1.069 1.157
O 2.967 -0.125 1.042
C 2.665 2.216 0.824
F 1.393 2.031 0.296
C 3.127 3.489 1.015
F 2.349 4.569 0.749
*
```

---

ORCA calculation (the ωB97M-V functional and the def2-TZVPD basis) on a molecular structure, C25H25ClCrN3O10P2S in a non-equilibrium geometry.

Computed properties:
M in g mol⁻¹: 708.95
⟨S²⟩: 0.76
ΔE to the lowest compared entry with this formula, charge and spin in kcal per mole: 0.0
E_tot in eV: -121641.3344
Frontier orbital gap (alpha / beta) in eV: 7.5 / 7.7

The geometry in ORCA input format:
```
! wB97M-V def2-TZVPD RIJCOSX def2/J DEFGRID3
* xyz 0 2
Cr -0.112 -0.052 0.260
N -0.143 -4.232 2.509
C 0.219 -2.795 2.831
C 0.747 -2.691 4.254
P 1.470 -2.390 1.485
O 2.892 -2.664 2.197
O 1.223 -3.481 0.501
O 1.522 -0.957 1.005
P -1.431 -1.900 2.621
O -1.788 -1.270 4.023
O -2.364 -3.031 2.325
O -1.356 -0.799 1.571
H 0.203 -4.899 3.188
H 0.277 -4.396 1.554
H -1.212 -4.203 2.437
H 1.601 -3.353 4.405
H -0.037 -2.933 4.973
H 1.060 -1.668 4.439
H 3.214 -1.855 2.623
H -1.698 -0.289 4.024
Cl 2.079 -3.163 -5.953
C 1.379 -2.662 -4.446
C 0.387 -3.466 -3.848
C -0.174 -3.102 -2.658
C 0.204 -1.902 -1.994
O -0.351 -1.587 -0.886
C 1.197 -1.093 -2.627
C 1.580 0.155 -2.087
O 1.107 0.725 -1.083
C 1.780 -1.508 -3.848
H 0.080 -4.375 -4.346
H -0.918 -3.724 -2.179
H 2.365 0.697 -2.629
H 2.538 -0.888 -4.310
C 3.215 6.545 4.425
C 2.490 5.281 4.058
C 2.826 4.555 2.919
C 2.129 3.408 2.574
C 1.091 2.978 3.383
C 0.740 3.681 4.525
C 1.443 4.825 4.859
S 0.132 1.553 2.913
O -1.136 1.685 3.612
O 0.908 0.392 3.244
N -0.068 1.650 1.310
C -0.979 2.608 0.849
C -1.185 3.886 1.330
C -2.130 4.734 0.728
C -2.913 4.324 -0.314
C -2.797 3.000 -0.785
C -3.653 2.418 -1.744
C -3.527 1.089 -2.043
C -2.513 0.339 -1.435
N -1.660 0.864 -0.579
C -1.811 2.166 -0.215
H 3.942 6.830 3.666
H 3.743 6.425 5.373
H 2.510 7.368 4.546
H 3.628 4.904 2.279
H 2.367 2.844 1.679
H -0.092 3.333 5.124
H 1.163 5.387 5.742
H -0.629 4.244 2.183
H -2.242 5.737 1.120
H -3.640 4.990 -0.761
H -4.419 3.026 -2.210
H -4.191 0.603 -2.744
H -2.386 -0.715 -1.644
*
```

---

ORCA calculation (the ωB97M-V functional and the def2-TZVPD basis) on 2 unconnected molecules or ions with the total composition C8H12F6N2OP in a non-equilibrium geometry.

Computed properties:
M in g mol⁻¹: 297.16
E_tot in eV: -39116.4259
Frontier orbital gap in eV: 9.5

The geometry in ORCA input format:
```
! wB97M-V def2-TZVPD RIJCOSX def2/J DEFGRID3
* xyz -1 1
C -0.756 1.871 2.611
O -1.152 2.324 1.327
C -1.187 1.289 0.387
C 0.190 0.779 -0.035
C 0.695 1.349 -1.352
C 0.421 0.458 -2.571
C 1.297 0.900 -3.633
N 2.020 1.211 -4.495
C 0.695 -1.027 -2.331
C 1.857 -1.249 -1.531
N 2.557 -1.407 -0.605
H 0.241 2.236 2.810
H -1.443 2.232 3.357
H -0.698 0.796 2.653
H -1.774 0.448 0.731
H -1.699 1.667 -0.490
H 0.167 -0.297 -0.008
H 0.896 1.067 0.724
H 0.176 2.281 -1.529
H 1.735 1.611 -1.304
H -0.599 0.596 -2.888
H -0.163 -1.478 -1.861
H 0.827 -1.523 -3.277
F 0.454 -1.999 3.128
P -0.612 -2.313 1.908
F -1.605 -3.396 1.157
F 0.579 -3.364 1.482
F -0.400 -1.725 0.364
F -1.058 -0.728 2.128
F -1.662 -2.607 3.145
*
```

---

ORCA calculation (the ωB97M-V functional and the def2-TZVPD basis) on 2 unconnected molecules or ions with the total composition C5H7F2O2P in a non-equilibrium geometry.

Computed properties:
M in g mol⁻¹: 168.08
ΔE to the lowest compared entry with this formula, charge and spin in kcal per mole: 64.1
E_tot in eV: -24111.2693
Frontier orbital gap (alpha / beta) in eV: 7.7 / 6.3

The geometry in ORCA input format:
```
! wB97M-V def2-TZVPD RIJCOSX def2/J DEFGRID3
* xyz 0 1
C 3.974 -0.081 -0.115
C 4.044 -0.904 -0.986
C 0.271 2.329 -0.694
C -1.711 -0.565 0.524
C -0.442 -0.610 1.323
O 0.942 -0.286 -1.147
O 0.331 1.626 0.402
F 3.949 0.743 0.881
F -2.245 0.696 0.238
P 0.994 0.073 0.244
H 0.225 3.464 -0.724
H 0.280 1.983 -1.748
H 4.309 -1.770 -1.501
H -2.499 -0.979 1.010
H -1.440 -1.165 -0.291
H -0.125 -1.555 1.640
H -0.543 0.022 2.116
*
```

---

ORCA calculation (the ωB97M-V functional and the def2-TZVPD basis) on a molecular structure, C14H13N6SScSe2Te2 in a non-equilibrium geometry.

Computed properties:
M in g mol⁻¹: 755.44
ΔE to the lowest compared entry with this formula, charge and spin in kcal per mole: 0.0
E_tot in eV: -200487.6295
Frontier orbital gap in eV: 5.0

The geometry in ORCA input format:
```
! wB97M-V def2-TZVPD RIJCOSX def2/J DEFGRID3
* xyz 0 1
Sc 7.407 10.960 10.578
C 11.582 11.011 9.008
C 10.098 10.915 9.179
N 9.503 10.605 10.316
N 10.307 10.165 11.336
C 9.894 10.391 12.582
N 10.821 10.083 13.530
S 8.339 11.008 13.079
C 9.182 11.270 8.132
C 9.651 11.663 6.871
C 8.772 11.913 5.823
C 7.394 11.957 6.130
C 7.021 11.630 7.425
N 7.836 11.278 8.402
H 12.028 10.280 9.696
H 12.034 11.981 9.193
H 11.867 10.723 7.973
H 11.744 9.754 13.251
H 10.577 10.330 14.463
H 10.721 11.761 6.639
H 9.195 12.127 4.832
H 6.637 12.327 5.438
H 5.985 11.857 7.806
Se 4.569 11.048 10.409
Te 4.118 13.541 10.251
Te 6.527 14.558 9.245
Se 8.007 13.780 11.011
N 5.636 5.648 13.453
C 6.127 6.045 12.455
C 6.603 6.674 11.270
C 6.701 6.013 10.046
C 6.925 6.791 8.900
C 7.026 8.202 9.049
N 6.988 8.820 10.284
C 6.718 8.050 11.360
H 6.655 4.955 10.056
H 7.075 6.402 7.875
H 6.958 8.874 8.177
H 6.543 8.534 12.377
*
```

---

ORCA calculation (the ωB97M-V functional and the def2-TZVPD basis) on 5 unconnected molecules or ions with the total composition C6H22NO4S in a non-equilibrium geometry.

Computed properties:
M in g mol⁻¹: 204.31
ΔE to the lowest compared entry with this formula, charge and spin in kcal per mole: 33.0
E_tot in eV: -27092.9678
Frontier orbital gap in eV: 6.7

The geometry in ORCA input format:
```
! wB97M-V def2-TZVPD RIJCOSX def2/J DEFGRID3
* xyz -1 1
C -1.183 -0.503 -2.140
C -0.430 -1.616 -1.183
S 1.346 -1.546 -1.351
C -0.462 0.856 -2.119
N -1.402 1.752 -1.520
C -0.721 1.314 0.936
C -1.016 2.419 -0.190
C -2.290 3.214 0.361
H -2.248 -0.326 -1.822
H -1.288 -1.123 -3.102
H -0.824 -1.606 -0.198
H -0.789 -2.616 -1.616
H -0.221 0.993 -3.203
H 0.519 0.623 -1.473
H -1.781 2.458 -2.186
H -1.523 0.609 0.800
H 0.033 0.650 0.579
H -0.733 1.522 1.955
H -0.159 2.999 -0.273
H -2.171 3.394 1.486
H -2.525 4.002 -0.213
H -3.117 2.374 0.289
H -1.572 -1.285 3.138
H -0.981 -0.065 3.591
O -1.863 -0.369 3.383
H -0.092 -3.719 0.800
H 0.911 -2.427 0.962
O 0.405 -3.235 1.395
H 3.829 0.265 -0.076
H 2.583 1.203 -0.582
O 3.391 1.095 -0.105
H 1.963 -1.716 1.919
H 2.051 -0.213 1.706
O 2.195 -0.942 2.300
*
```